[1]
A 2-piece molecular cluster, C4H11N4O overall. Source: the Open Molecules 2025 dataset; level of theory: ωB97M-V with the def2-TZVPD basis set.

The geometry in ORCA input format:
```
! RIJCOSX wB97M-V def2-TZVPD def2/J DEFGRID3
* xyz 1 1
C 2.146 1.388 0.682
C 1.088 -0.196 -0.587
C -2.166 -1.863 -0.590
C -0.983 0.297 -1.093
N 2.244 1.674 -0.728
N 1.787 0.715 -1.366
N 1.282 0.249 0.839
N -0.006 0.236 1.604
O -1.811 -0.479 -0.319
H 3.102 1.162 0.923
H 1.743 2.315 1.193
H 1.173 -1.321 -0.880
H -1.438 -2.368 -1.095
H -2.932 -2.025 -1.326
H -2.396 -2.171 0.350
H -1.013 0.392 -2.112
H -1.010 1.314 -0.638
H -0.855 -0.332 1.047
H -0.282 1.172 1.633
H 0.326 -0.158 2.462
*
```

Summary:
* orbital gap: 8.8 eV
* energy above the lowest of the compared OMol25 structures with the same formula, charge and spin: 679.4 kJ/mol
* total energy: -12320.9336 eV
* LUMO: -4.006 eV

[2]
C4H11N4O as an isolated structure. Source: the Open Molecules 2025 dataset; level of theory: ωB97M-V with the def2-TZVPD basis set.

The geometry in ORCA input format:
```
! RIJCOSX wB97M-V def2-TZVPD def2/J DEFGRID3
* xyz 1 1
C 1.499 -0.865 0.158
C -1.748 -0.427 -0.001
C 1.126 1.841 -0.523
C 0.434 0.525 -0.620
N 2.579 -0.425 0.845
N -2.984 -0.204 0.427
N -1.440 -1.527 -0.630
N -0.775 0.501 0.140
O 1.198 -2.019 -0.079
H 1.941 1.772 -1.321
H 0.522 2.765 -0.620
H 1.496 1.770 0.479
H 0.199 -0.038 -1.536
H 2.707 0.468 1.188
H 3.427 -1.117 1.009
H -3.456 -0.956 0.943
H -3.407 0.692 0.667
H -2.137 -2.210 -0.659
H -0.447 -1.829 -0.642
H -0.733 1.282 0.775
*
```

Summary:
* orbital gap: 10.1 eV
* energy above the lowest of the compared OMol25 structures with the same formula, charge and spin: 0.0 kJ/mol
* total energy: -12327.9755 eV
* LUMO: -2.847 eV

[3]
A 2-piece molecular cluster, C4H11N4O2 overall. Source: the Open Molecules 2025 dataset; level of theory: ωB97M-V with the def2-TZVPD basis set.

The geometry in ORCA input format:
```
! RIJCOSX wB97M-V def2-TZVPD def2/J DEFGRID3
* xyz 1 1
C -1.554 0.664 0.831
C -0.972 0.851 2.218
C 1.047 -0.790 0.525
C 0.519 0.603 -2.492
N 0.005 0.200 2.691
N 0.104 -0.433 -0.253
N -2.397 -0.430 0.763
N 0.442 0.817 -1.045
O -1.572 1.564 -0.003
O 2.265 -0.202 0.662
H -1.539 1.663 2.859
H 0.871 -1.625 1.188
H 1.504 0.383 -2.723
H -0.085 -0.270 -2.725
H -0.018 1.358 -3.049
H 0.095 0.322 3.693
H -1.979 -1.379 1.037
H -3.150 -0.418 -0.022
H 1.249 1.363 -0.654
H -0.349 1.514 -0.849
H 2.654 -0.491 1.526
*
```

Summary:
* orbital gap: 10.8 eV
* energy above the lowest of the compared OMol25 structures with the same formula, charge and spin: 359.0 kJ/mol
* total energy: -14372.8140 eV
* LUMO: -3.147 eV

[4]
C4H11N5PdTe4 as an isolated structure. Source: the Open Molecules 2025 dataset; level of theory: ωB97M-V with the def2-TZVPD basis set.

The geometry in ORCA input format:
```
! RIJCOSX wB97M-V def2-TZVPD def2/J DEFGRID3
* xyz 2 1
Pd 2.278 -0.863 0.601
Te 3.018 -3.475 0.170
Te 4.832 -1.676 0.136
Te 4.095 -0.474 2.607
Te 2.094 -1.876 3.263
C -2.321 -1.849 -0.159
N -1.861 -0.467 -0.287
C -2.829 0.543 -0.728
C -0.560 -0.190 -0.145
N 0.361 -1.108 -0.034
N -0.243 1.155 -0.131
C 0.993 1.761 -0.203
N 0.940 3.071 -0.497
N 2.094 1.124 0.026
H -3.390 -1.842 0.030
H -1.847 -2.333 0.695
H -2.133 -2.426 -1.068
H -3.746 0.037 -1.007
H -2.470 1.076 -1.609
H -3.075 1.247 0.071
H -0.006 -2.041 -0.117
H -1.028 1.784 -0.092
H 0.115 3.501 -0.879
H 1.777 3.630 -0.493
H 2.912 1.692 -0.150
*
```

Summary:
* orbital gap (spin up / spin down): 5.3 / 5.3 eV
* energy above the lowest of the compared OMol25 structures with the same formula, charge and spin: 48.4 kJ/mol
* total energy: -44415.8961 eV
* LUMO (spin up / spin down): -8.952 / -8.959 eV

[5]
C4H11N6O as an isolated structure. Source: the Open Molecules 2025 dataset; level of theory: ωB97M-V with the def2-TZVPD basis set.

The geometry in ORCA input format:
```
! RIJCOSX wB97M-V def2-TZVPD def2/J DEFGRID3
* xyz 1 1
C -0.385 1.676 -0.017
C 0.018 -0.635 -0.221
C 1.940 1.048 -0.045
C 1.497 -0.276 -0.187
N -0.846 0.354 -0.113
N 0.978 1.973 0.109
N -0.279 -1.931 -0.289
N 3.187 1.413 0.227
N 2.480 -1.334 -0.224
N -3.467 0.373 0.019
O -1.195 2.592 0.077
H -2.127 0.256 -0.111
H 1.240 2.886 0.310
H -1.235 -2.086 -0.440
H 0.466 -2.641 -0.388
H 3.997 0.799 0.335
H 3.501 2.329 0.180
H 2.919 -1.623 0.722
H 3.232 -1.152 -0.847
H -3.650 0.010 0.915
H -4.093 0.091 -0.655
H -3.385 1.415 0.134
*
```

Summary:
* orbital gap: 9.3 eV
* energy above the lowest of the compared OMol25 structures with the same formula, charge and spin: 0.0 kJ/mol
* total energy: -15309.6993 eV
* LUMO: -2.567 eV

[6]
A 2-piece molecular cluster, C4H11NO overall. Source: the Open Molecules 2025 dataset; level of theory: ωB97M-V with the def2-TZVPD basis set.

The geometry in ORCA input format:
```
! RIJCOSX wB97M-V def2-TZVPD def2/J DEFGRID3
* xyz -1 2
N 0.050 1.239 0.843
C 0.691 0.371 1.833
C 1.523 -0.603 1.033
C 0.669 -0.864 -0.218
C -0.230 0.378 -0.329
H 0.595 2.054 0.603
H 1.227 1.010 2.534
H -0.097 -0.162 2.379
H 2.405 -0.083 0.650
H 1.822 -1.504 1.560
H 1.293 -1.101 -1.082
H 0.001 -1.729 -0.148
H -0.226 0.902 -1.282
H -1.283 0.112 -0.293
H -3.073 -0.605 -2.310
H -2.117 -0.443 -3.398
O -2.127 -0.358 -2.418
*
```

Summary:
* orbital gap (spin up / spin down): 2.7 / 9.1 eV
* energy above the lowest of the compared OMol25 structures with the same formula, charge and spin: 14.4 kJ/mol
* total energy: -7862.3646 eV
* LUMO (spin up / spin down): 3.782 / 3.494 eV

[7]
A 2-piece molecular cluster, C4H11NO overall. Source: the Open Molecules 2025 dataset; level of theory: ωB97M-V with the def2-TZVPD basis set.

The geometry in ORCA input format:
```
! RIJCOSX wB97M-V def2-TZVPD def2/J DEFGRID3
* xyz 0 1
C -1.999 0.570 0.628
N -1.212 1.343 0.042
C -0.437 0.816 -1.047
C 1.030 0.503 -0.604
C 1.505 -0.857 -1.076
H -2.199 -0.480 0.355
H -2.614 0.875 1.466
H -0.905 -0.085 -1.439
H -0.322 1.536 -1.843
H 1.691 1.295 -0.969
H 1.013 0.614 0.479
H 2.562 -1.005 -0.895
H 0.922 -1.653 -0.606
H 1.358 -0.944 -2.160
O -0.249 -1.145 2.331
H 0.570 -0.644 2.271
H -0.714 -0.739 3.068
*
```

Summary:
* orbital gap: 10.3 eV
* energy above the lowest of the compared OMol25 structures with the same formula, charge and spin: 151.5 kJ/mol
* total energy: -7862.9835 eV
* LUMO: 0.849 eV
* SMILES: C=NCCC.O

[8]
C4H11NO in the gas phase. Source: the Open Molecules 2025 dataset; level of theory: ωB97M-V with the def2-TZVPD basis set.

The geometry in ORCA input format:
```
! RIJCOSX wB97M-V def2-TZVPD def2/J DEFGRID3
* xyz 0 1
N -2.347 -0.628 0.940
C -1.692 0.431 0.215
C -0.243 0.588 0.765
C 0.643 -0.568 0.246
C 1.363 -0.420 -1.088
O 2.223 0.746 -0.925
H -3.244 -0.852 0.520
H -1.867 -1.536 0.954
H -2.238 1.368 0.409
H -1.734 0.237 -0.870
H 0.270 1.552 0.646
H -0.286 0.473 1.852
H 1.360 -0.789 1.080
H 0.106 -1.558 0.075
H 2.009 -1.321 -1.461
H 0.749 -0.200 -1.984
H 3.119 0.558 -1.215
*
```

Summary:
* orbital gap: 10.1 eV
* energy above the lowest of the compared OMol25 structures with the same formula, charge and spin: 142.3 kJ/mol
* total energy: -7863.0791 eV
* LUMO: 0.923 eV
* SMILES: NCCCCO